No. 1
{
  "formula": "C20H14ClN2O6SZn",
  "method": "wB97M-V/def2-TZVPD",
  "e_tot_ha": -3969.22692,
  "charge": -1,
  "lumo_energy_ev": 1.95,
  "gap_ev": 6.7,
  "symbols": ["C", "H", "C", "C", "N", "O", "O", "C", "O", "H", "Cl", "H", "C", "S", "H", "N", "H", "H", "H", "C", "C", "C", "H", "C", "C", "C", "C", "C", "C", "H", "C", "H", "O", "C", "H", "H", "O", "H", "O", "C", "C", "Zn", "C", "H", "C"],
  "xyz": [[-3.27962, -3.50808, -0.67036], [-1.93254, 3.69110, 4.55519], [-0.05879, 2.59841, 4.86917], [-1.18763, 2.96841, 4.14336], [-1.78006, -1.68286, -1.36769], [-0.58772, -1.21380, -1.66060], [-0.54876, 1.66196, -3.10065], [-3.37583, -4.74134, -0.00632], [-2.69357, 0.29793, -1.44131], [-2.30915, -6.42450, 0.76985], [4.91220, 0.50249, -6.12560], [0.09762, -3.51001, -1.36846], [0.75093, 1.33861, 2.98387], [-0.88447, 0.67664, 0.89492], [-4.33797, -5.01246, 0.43312], [-2.89905, -0.88648, -1.13573], [1.90045, 1.57773, 4.75304], [4.07751, 1.66077, -1.40164], [-0.11812, -5.72396, -0.04475], [1.68589, 1.26858, -3.81436], [-1.40521, 2.45173, 2.88583], [-0.86254, -3.89415, -1.00931], [1.49060, 0.69548, 2.54111], [0.18872, 3.07533, 6.26614], [2.53346, 0.92848, -4.90669], [-1.98958, -3.03010, -1.08397], [3.91168, 0.91334, -4.79511], [2.22367, 1.44175, -2.49847], [4.45629, 1.25608, -3.49415], [-2.28074, 2.75186, 2.32502], [-0.96183, -5.09241, -0.32270], [5.51820, 1.18903, -3.40587], [1.29902, 3.25039, 6.73449], [0.95134, 1.81665, 4.24800], [-4.15361, -2.90192, -0.81533], [-1.73174, 2.88720, 6.68604], [1.51361, 1.52044, -1.41155], [-0.13383, 1.26020, -5.04965], [-0.92742, 3.36693, 7.01586], [-2.21289, -5.49058, 0.19679], [0.29363, 1.37974, -4.04690], [-0.44479, 0.90664, -1.31589], [-0.46490, 1.57621, 2.26122], [2.09085, 0.65847, -5.86556], [3.66671, 1.54405, -2.40440]],
  "forces_ev_per_a": [[1.27, -0.42, -0.03], [0.70, -0.71, -0.22], [0.99, -0.05, 0.51], [-0.58, 0.31, 0.53], [-2.51, 1.50, 0.41], [-0.22, 0.44, -0.32], [1.25, -0.47, -3.30], [0.76, 1.00, -0.47], [-0.01, -0.32, 0.29], [0.26, 0.44, -0.26], [0.38, -0.10, -0.24], [-0.43, -0.12, 0.22], [-1.03, -0.06, -0.79], [-0.69, -0.89, -0.57], [0.33, -0.19, -0.28], [2.61, -0.54, -1.48], [-0.71, 0.26, 0.00], [0.00, 0.16, -0.35], [0.04, 0.31, -0.53], [0.01, -0.48, -0.46], [0.76, -0.31, -0.93], [-0.07, 0.99, 0.16], [0.13, -0.11, -0.24], [0.71, 0.19, -0.21], [0.98, 0.07, -0.35], [-0.17, -1.65, 1.07], [-1.75, 0.64, 1.95], [-0.40, 0.48, 1.68], [-0.78, -0.33, -0.66], [-0.06, -0.17, -0.01], [-1.43, -0.46, 0.61], [0.61, 0.18, 0.22], [-1.44, -0.17, -0.24], [-0.27, 0.51, 0.62], [-0.05, 0.20, 0.09], [1.25, 0.67, 0.06], [1.17, -0.14, -1.69], [0.24, 0.07, -0.02], [-0.49, -0.68, -0.19], [-0.08, -0.51, 0.12], [-1.75, 0.69, 2.96], [0.11, -0.81, 0.56], [0.58, 1.21, 2.22], [-0.05, 0.18, 0.17], [-0.17, -0.80, -0.62]]
}

No. 2
{
  "formula": "C41H46KN9O",
  "method": "wB97M-V/def2-TZVPD",
  "e_tot_ha": -2757.90972,
  "charge": 0,
  "e_above_lowest_kj_mol": 0.0,
  "lumo_energy_ev": -0.10,
  "gap_ev": 6.8,
  "symbols": ["N", "H", "H", "H", "N", "C", "C", "C", "H", "C", "C", "C", "H", "H", "C", "H", "C", "C", "C", "H", "H", "H", "H", "C", "H", "C", "C", "H", "H", "N", "C", "H", "H", "C", "H", "C", "H", "H", "N", "H", "K", "H", "C", "N", "C", "H", "H", "H", "C", "N", "H", "C", "C", "H", "N", "H", "N", "C", "H", "H", "C", "H", "C", "C", "C", "H", "H", "C", "H", "O", "C", "H", "H", "H", "H", "C", "C", "H", "H", "C", "H", "C", "C", "H", "N", "H", "C", "C", "H", "C", "C", "C", "C", "H", "H", "H", "C", "C"],
  "xyz": [[6.43726, -4.23813, -2.65113], [2.81059, 0.83484, -2.73911], [12.94541, -9.13234, -2.86618], [6.55291, -8.26599, -2.54447], [-1.45792, -0.68503, 0.94592], [-0.92903, -0.22338, 2.07502], [0.34906, -4.29031, -1.18606], [4.58501, -2.52448, -2.54614], [0.03386, 0.52342, -3.97192], [7.52367, -7.78411, -2.54186], [-3.40295, 2.12306, 0.32632], [-3.15593, -1.79799, 2.17288], [-1.09533, 1.44976, -4.95263], [2.55072, -6.84638, -1.22634], [-2.57969, -1.38909, 0.97108], [5.00375, -6.91393, -1.71534], [-0.53712, 2.39516, -3.10136], [4.36735, -4.89958, -2.02580], [0.82606, -5.59904, -1.05207], [-5.46552, 3.89044, 0.44706], [-5.41839, 2.27151, 3.08762], [1.18458, 3.60622, -1.43435], [-5.80744, 1.59490, 1.49485], [-2.12377, -0.97752, -3.66909], [12.38037, -7.65685, -3.68116], [3.22525, -2.35422, -2.23938], [-4.66267, 4.07147, 1.16251], [-3.24596, 3.52234, 3.44126], [-0.31637, 3.65896, -0.49560], [1.11027, -3.28047, -1.55546], [-4.99383, 1.81468, 2.18828], [-1.00214, -0.21864, 4.23438], [-3.28013, -2.68847, -3.09933], [0.12217, 0.85140, 1.90765], [-1.16151, -1.52934, -3.64839], [-2.84901, 3.04041, 2.54229], [2.12241, 1.87825, -0.09853], [-1.41211, 3.05884, -3.06265], [-1.97904, 0.41260, -3.34399], [-4.04720, -1.13231, -2.74550], [-0.01615, -0.69197, -1.38390], [0.27381, 2.93149, -3.60360], [8.64944, -8.57592, -2.62133], [5.21614, -5.98142, -2.02041], [5.14419, -3.83972, -2.42081], [8.97358, -4.74126, -2.50053], [-0.11256, 2.00903, 3.70141], [-5.08576, 4.55037, 2.05137], [-1.43588, -0.59068, 3.31688], [2.62466, -1.15330, -2.31389], [11.00094, -6.12539, -2.64715], [1.17980, 2.29134, 0.27724], [-2.54404, -1.42498, 3.35564], [-5.26553, -1.91646, -1.08677], [-0.10035, 1.97975, -1.77520], [-0.69211, -4.05335, -0.98834], [0.37332, 1.17597, 0.71622], [2.14963, -5.84390, -1.31871], [-4.85215, -0.22156, -0.69816], [-0.95979, 1.67162, -1.29226], [0.45934, 2.98960, -0.89442], [5.22607, 0.69932, -3.34215], [0.67408, 1.47898, 3.15975], [5.32412, -1.40681, -2.95242], [4.69560, -0.19010, -3.03114], [-4.51982, 0.87101, 2.46788], [-5.18096, -1.36555, 0.59592], [-3.97059, 2.75338, 1.53342], [8.57654, -9.65400, -2.66709], [10.96085, -8.84600, -2.73614], [10.03292, -6.60299, -2.61778], [1.41529, 3.02082, 1.06042], [-2.50376, -1.10858, -4.69344], [12.49015, -7.71110, -1.90092], [-4.06506, -2.38370, 2.18509], [-3.25803, -1.54975, -0.36787], [-0.87892, 1.14786, -3.91706], [6.37153, -1.52997, -3.19476], [1.47321, 2.18040, 2.93759], [12.26275, -8.29057, -2.79892], [-2.36407, 2.10642, 2.83322], [-3.09938, -1.67608, -2.72436], [2.40775, -3.50069, -1.82205], [-3.95138, 4.75686, 0.70004], [-2.53118, -1.76938, -1.38317], [-2.95691, -1.73761, 4.30628], [-2.91850, 1.62001, -0.68426], [6.45141, -5.52524, -2.39991], [-2.09569, 3.69287, 2.09600], [-4.73616, -1.26630, -0.39142], [2.97731, -4.78526, -1.71528], [7.62824, -6.39293, -2.49120], [3.33803, -0.11395, -2.69594], [-2.34298, 0.74177, -2.43786], [0.15895, -6.39263, -0.74555], [1.07097, 0.70890, 3.82355], [9.91366, -7.98901, -2.65791], [8.89220, -5.81925, -2.53413]],
  "forces_ev_per_a": [[0.01, 0.01, 0.00], [-0.01, 0.00, 0.00], [0.00, 0.00, 0.00], [0.00, 0.00, 0.00], [-0.06, 0.03, -0.03], [0.01, 0.01, 0.02], [0.00, 0.00, 0.00], [0.00, -0.01, 0.00], [0.00, -0.01, 0.00], [0.01, -0.01, 0.00], [0.02, 0.04, -0.03], [-0.02, -0.03, -0.02], [-0.01, -0.01, 0.00], [0.00, 0.00, 0.00], [0.00, 0.03, 0.00], [0.01, 0.00, 0.00], [0.02, 0.00, 0.03], [-0.01, 0.02, -0.01], [0.01, -0.01, 0.00], [0.00, -0.01, 0.00], [0.00, 0.00, 0.00], [0.00, 0.00, 0.00], [0.00, 0.00, 0.00], [-0.09, -0.03, -0.05], [0.00, 0.00, 0.00], [0.00, 0.00, 0.00], [-0.01, 0.02, 0.02], [0.00, 0.00, 0.00], [0.00, 0.00, 0.00], [-0.01, -0.02, 0.02], [-0.01, 0.00, 0.00], [0.01, 0.00, -0.01], [0.00, 0.00, 0.00], [-0.04, -0.08, 0.11], [0.00, 0.04, 0.02], [0.01, 0.00, -0.02], [0.00, 0.00, 0.00], [0.00, 0.00, 0.00], [0.05, -0.02, 0.01], [0.01, 0.01, 0.01], [0.10, -0.02, 0.03], [0.00, 0.00, 0.00], [-0.01, 0.00, 0.00], [0.00, -0.01, 0.01], [-0.01, 0.00, 0.00], [0.00, 0.00, 0.00], [0.00, 0.00, 0.00], [0.00, 0.00, 0.00], [0.00, -0.01, 0.01], [0.02, 0.03, -0.01], [0.00, 0.00, 0.00], [-0.01, -0.03, 0.01], [0.00, 0.00, 0.02], [0.00, 0.00, 0.00], [0.02, 0.01, 0.04], [0.00, 0.00, 0.00], [0.09, 0.06, -0.13], [0.00, 0.00, 0.00], [0.00, 0.00, 0.00], [-0.01, 0.00, -0.01], [0.00, -0.01, -0.02], [0.00, 0.00, 0.00], [-0.01, 0.03, 0.01], [0.00, 0.00, 0.00], [0.01, 0.00, 0.00], [0.00, 0.00, 0.00], [0.00, 0.01, 0.00], [-0.01, -0.01, 0.00], [0.00, 0.00, 0.00], [0.00, 0.00, 0.00], [0.00, 0.00, 0.00], [0.00, 0.01, -0.01], [0.02, 0.00, -0.01], [0.00, 0.00, 0.00], [0.00, 0.00, -0.01], [-0.01, -0.02, 0.02], [-0.03, 0.07, -0.06], [0.00, 0.01, 0.00], [0.00, 0.00, 0.00], [0.00, 0.00, 0.00], [-0.01, 0.00, 0.01], [0.00, -0.02, 0.01], [-0.01, -0.01, -0.01], [0.01, 0.00, 0.00], [-0.03, -0.01, 0.02], [0.00, 0.00, 0.00], [0.00, -0.04, 0.01], [-0.01, 0.00, 0.00], [0.00, 0.00, 0.01], [0.00, -0.02, 0.00], [0.00, 0.01, 0.00], [-0.01, 0.00, 0.00], [-0.01, 0.01, 0.01], [-0.02, 0.01, 0.00], [0.00, 0.00, 0.00], [0.01, 0.00, 0.00], [0.01, 0.00, 0.00], [0.00, 0.00, 0.00]]
}

No. 3
{
  "formula": "CH14O6",
  "method": "wB97M-V/def2-TZVPD",
  "e_tot_ha": -497.90615,
  "charge": 0,
  "e_above_lowest_kj_mol": 91.2,
  "smiles": "CO.O.O.O.O.O",
  "lumo_energy_ev": 0.29,
  "gap_ev": 10.8,
  "symbols": ["O", "H", "H", "H", "H", "H", "H", "H", "H", "O", "O", "H", "H", "H", "O", "O", "H", "C", "O", "H", "H"],
  "xyz": [[2.70899, 0.21925, 0.39823], [0.10514, 1.66114, 0.49628], [1.10251, 1.22375, -2.75132], [3.29622, 0.34577, 1.15729], [-0.12141, -1.58694, -5.36555], [1.00212, -0.50524, 2.15643], [-2.26103, 1.02112, 0.80721], [-1.85610, 2.59124, 0.07382], [-1.92920, -2.24764, 1.95126], [1.56268, -1.13382, 2.63095], [-0.37454, 1.73666, 1.32796], [2.54146, -0.72930, 0.41110], [-2.23914, 2.47725, 1.74867], [1.05718, -1.31762, 3.42913], [0.21004, -1.88956, -4.51727], [-2.80530, -2.41224, 1.58070], [-2.86292, -1.71925, 0.91308], [-1.70314, 1.95783, 0.94701], [1.17355, 1.63994, -1.88755], [-0.43935, -2.47910, -4.12579], [1.83224, 1.14674, -1.38164]],
  "forces_ev_per_a": [[0.14, -0.03, 0.01], [0.44, -0.05, 0.05], [0.09, -0.13, 0.10], [-0.22, 0.10, -0.18], [-0.23, -0.16, 0.02], [0.14, 0.19, -0.02], [0.17, 0.00, -0.20], [0.43, -0.09, -0.25], [-0.10, -0.22, 0.12], [-0.35, 0.03, -0.03], [0.32, -0.03, -0.43], [-0.02, -0.04, 0.00], [0.29, -0.06, 0.13], [0.14, -0.09, 0.08], [0.38, 0.14, 0.23], [0.36, 0.32, -0.08], [-0.24, -0.09, -0.05], [-1.52, 0.10, 0.60], [-0.16, 0.12, 0.22], [-0.14, 0.05, -0.23], [0.09, -0.06, -0.07]]
}

No. 4
{
  "formula": "C40H47N2O",
  "method": "wB97M-V/def2-TZVPD",
  "e_tot_ha": -1736.85166,
  "charge": 1,
  "e_above_lowest_kj_mol": 0.0,
  "lumo_energy_ev": -2.48,
  "gap_ev": 7.9,
  "symbols": ["O", "C", "C", "C", "C", "H", "H", "C", "C", "H", "H", "C", "H", "C", "C", "C", "C", "H", "C", "H", "H", "H", "C", "C", "C", "H", "C", "C", "C", "H", "C", "H", "H", "H", "N", "C", "C", "H", "H", "H", "H", "C", "C", "C", "H", "H", "C", "H", "H", "C", "N", "H", "H", "H", "H", "C", "H", "H", "H", "H", "H", "H", "H", "H", "C", "C", "C", "C", "H", "H", "C", "C", "H", "H", "C", "H", "H", "C", "H", "C", "C", "C", "C", "H", "H", "C", "H", "H", "H", "H"],
  "xyz": [[1.94664, -2.53847, -3.69952], [-0.82788, -1.76652, 13.53519], [0.82775, -1.46303, 8.20263], [1.65812, -0.54709, 2.69050], [0.24139, -1.25371, -4.99234], [6.31198, 2.18866, -8.77020], [2.34635, -1.26542, 6.70066], [1.25350, 0.21917, 0.45272], [0.31494, -0.37316, 2.99419], [-0.44329, -2.67619, 13.97795], [-0.27428, -0.97427, -1.69398], [-2.13509, 3.87308, -3.97899], [-0.64078, -1.88065, -5.09385], [5.85001, 0.01617, -6.21561], [-2.23303, 2.10622, -2.34334], [4.70624, 0.57287, -5.66054], [-2.95881, 0.96772, -7.91038], [-0.04663, -0.60343, 3.98819], [0.71635, -2.49511, 6.03590], [-3.70004, 5.33204, -3.86273], [-0.77471, 0.78919, 0.01292], [1.35205, -0.84598, 8.92175], [-0.08992, 0.39805, 0.75647], [6.42517, 0.59881, -7.33596], [-0.56081, 0.10170, 2.02822], [-0.27965, 0.31901, 10.92479], [-1.90358, -1.11127, 14.11806], [-1.61560, 2.71180, -3.42681], [-0.24372, -1.25281, 12.38562], [-3.41652, 2.81816, -6.92486], [-3.39209, 2.65451, -1.81069], [1.44271, -2.87019, -5.64733], [-0.71657, 2.28278, -3.86040], [-2.74985, 1.43711, -8.86284], [1.20667, 0.39037, -3.51149], [1.29391, -2.23336, -2.48268], [-3.61643, 1.14217, -5.60282], [3.25395, 2.15608, -5.78522], [4.27952, 3.18060, -7.77988], [-3.76444, -0.70812, -4.52675], [2.36236, -1.40952, -5.33701], [-1.81201, 0.57126, 12.40307], [-0.01986, -1.48710, -2.62040], [-0.51304, -3.05192, 6.36224], [-3.87992, 2.18477, -0.96693], [-0.83306, -1.83807, 9.50628], [-0.40045, -2.01990, 8.53070], [-0.83617, -2.14696, -2.91093], [-2.35850, -1.51098, 15.01512], [-0.73597, -0.08414, 11.82088], [0.07779, -0.47829, -3.72860], [-3.09635, -2.09099, -6.46605], [-3.23457, 0.56682, 14.00806], [1.98415, -1.66776, -1.85703], [-4.81855, 4.24647, -1.94873], [-2.39566, 0.05686, 13.55236], [0.92389, 1.12310, -2.86455], [-1.65009, 4.33955, -4.82615], [3.17988, -0.38148, 1.18629], [-2.58137, -1.01788, -8.63387], [-3.91622, 1.74430, -4.75496], [2.33968, -0.90969, 3.44919], [-2.02816, -3.24860, 7.86853], [-0.79637, 0.06069, -3.76694], [-1.07114, -2.81396, 7.61046], [5.85883, 1.73432, -7.89906], [2.13129, -0.25090, 1.42001], [4.13976, 1.70864, -6.22359], [0.59581, -1.76434, 11.93092], [-2.19457, 1.48281, 11.96221], [-3.14927, -1.01277, -6.56388], [-3.33518, 1.74363, -6.82203], [1.15429, -2.68805, 5.06374], [1.63244, 0.45812, -0.53581], [-3.91761, 3.81396, -2.36275], [7.31809, 0.16870, -7.77000], [-1.03423, -3.67363, 5.64520], [1.55026, -2.03272, -4.95540], [-1.82217, 1.20259, -1.90306], [1.38722, -1.69941, 6.95439], [4.71548, 2.29118, -7.34413], [-2.86406, -0.41230, -7.78269], [-3.28807, 4.42499, -3.44082], [4.26433, 0.12462, -4.77687], [-1.60543, 0.24802, 2.26984], [-3.52077, -0.23651, -5.47269], [1.43614, 0.82183, -4.40445], [0.24837, -0.55165, -5.82708], [6.29361, -0.86674, -5.77443], [1.07163, -3.16842, -1.96512]],
  "forces_ev_per_a": [[-0.21, -0.47, -0.02], [0.00, 0.00, 0.00], [0.00, 0.01, 0.01], [0.02, -0.01, 0.00], [0.16, 0.16, -0.27], [0.00, 0.00, 0.00], [0.01, -0.01, 0.01], [0.01, 0.01, -0.06], [-0.03, 0.00, 0.04], [0.00, 0.00, 0.00], [0.04, -0.01, 0.04], [-0.05, 0.01, 0.03], [-0.03, 0.01, 0.13], [-0.01, 0.00, -0.03], [0.00, -0.04, -0.04], [-0.09, -0.03, 0.08], [0.02, 0.01, 0.00], [0.00, 0.00, 0.00], [0.02, 0.00, -0.04], [0.00, 0.00, 0.01], [0.00, 0.04, 0.01], [0.00, 0.00, 0.00], [0.00, -0.01, 0.00], [0.00, -0.01, 0.00], [0.01, -0.02, -0.01], [0.00, 0.01, 0.01], [0.00, 0.00, 0.01], [0.18, -0.05, -0.02], [0.00, -0.01, -0.01], [-0.01, 0.00, 0.00], [-0.01, 0.00, 0.00], [0.02, -0.02, 0.01], [0.00, 0.08, -0.02], [0.00, 0.00, 0.00], [-0.08, 0.05, -0.14], [0.07, 0.16, -0.01], [0.00, 0.04, 0.06], [0.02, 0.02, 0.01], [0.00, 0.00, 0.00], [-0.04, 0.00, -0.01], [-0.02, 0.07, 0.04], [-0.01, -0.01, 0.00], [-0.05, -0.01, -0.03], [-0.01, 0.01, 0.00], [0.00, 0.00, 0.00], [-0.01, 0.00, -0.01], [-0.01, -0.01, 0.03], [-0.07, 0.04, 0.06], [0.00, 0.00, 0.00], [0.02, 0.01, -0.03], [-0.04, 0.05, 0.24], [-0.03, 0.00, -0.03], [0.00, 0.00, 0.00], [-0.02, 0.09, -0.03], [0.00, 0.00, 0.00], [-0.01, 0.00, 0.00], [0.00, -0.06, 0.02], [0.01, 0.01, 0.01], [0.00, 0.01, 0.00], [-0.02, 0.00, 0.00], [-0.03, 0.01, -0.02], [0.00, 0.00, 0.00], [0.00, 0.00, 0.00], [-0.05, -0.09, -0.17], [0.00, 0.01, -0.01], [0.00, 0.01, -0.01], [-0.02, -0.04, 0.00], [-0.02, -0.02, -0.01], [0.00, 0.00, 0.00], [0.00, 0.00, 0.00], [0.10, -0.11, 0.03], [0.03, 0.00, 0.00], [0.01, -0.02, 0.01], [0.01, 0.04, 0.02], [0.00, 0.00, 0.01], [0.00, 0.00, 0.00], [0.01, -0.01, 0.00], [0.14, 0.12, -0.01], [0.00, -0.01, 0.02], [0.00, 0.01, -0.01], [-0.01, 0.00, -0.01], [0.02, 0.01, 0.02], [-0.01, -0.01, -0.03], [0.03, 0.01, 0.02], [0.00, 0.00, 0.00], [0.05, -0.04, 0.05], [0.00, 0.03, 0.06], [-0.06, -0.01, 0.00], [0.00, 0.00, 0.01], [0.05, -0.02, -0.01]]
}